{
  "formula": "C27H48N4O11S",
  "method": "ωB97M-V with the def2-TZVPD basis set",
  "lumo_energy_ev": -1.777,
  "smiles": "[H]/N=C(\\N)NCCCCc1cc2c(cc1S)C(=O)C(CCCCn1cccc1)=C(CCOC(C)=O)C2=O.O.O.O.O.O.O.O",
  "multiplicity": 1,
  "homo_lumo_gap_ev": 5.9,
  "symbols": ["H", "N", "C", "N", "N", "C", "C", "C", "C", "C", "C", "C", "C", "C", "C", "S", "C", "O", "C", "C", "C", "C", "C", "N", "C", "C", "C", "C", "C", "C", "C", "O", "C", "C", "O", "C", "O", "H", "H", "H", "H", "H", "H", "H", "H", "H", "H", "H", "H", "H", "H", "H", "H", "H", "H", "H", "H", "H", "H", "H", "H", "H", "H", "H", "H", "H", "H", "H", "H", "H", "O", "H", "H", "O", "H", "H", "O", "H", "H", "O", "H", "H", "O", "H", "H", "O", "H", "H", "O", "H", "H"],
  "positions_angstrom": [[-4.826, 4.489, 1.355], [-5.497, 3.796, 1.757], [-5.532, 2.745, 0.930], [-4.657, 2.847, -0.290], [-6.413, 1.581, 1.186], [-5.980, 0.831, 2.434], [-6.032, -0.795, 2.233], [-4.537, -1.260, 1.855], [-4.362, -2.843, 1.633], [-2.943, -3.058, 0.859], [-1.774, -2.006, 0.948], [-0.406, -2.186, 0.182], [-0.121, -3.457, -0.681], [-1.259, -4.514, -0.786], [-2.649, -4.314, -0.053], [-3.952, -5.620, -0.283], [1.311, -3.558, -1.376], [1.596, -4.661, -1.958], [2.356, -2.319, -1.321], [3.716, -2.510, -2.145], [3.861, -1.617, -3.481], [2.570, -0.764, -3.879], [1.358, -1.643, -4.476], [0.111, -0.814, -4.359], [-0.105, 0.593, -4.627], [-1.565, 1.117, -4.387], [-2.305, -0.189, -3.916], [-1.207, -1.293, -3.908], [2.050, -1.155, -0.525], [3.075, 0.086, -0.456], [3.464, 0.534, 1.039], [2.924, 1.898, 1.235], [2.323, 2.019, 2.519], [0.839, 2.641, 2.691], [2.917, 1.640, 3.579], [0.699, -1.037, 0.308], [0.411, -0.061, 1.075], [-3.671, 2.982, -0.010], [-4.897, 3.726, -0.792], [-7.326, 1.998, 1.459], [-6.523, 1.182, 3.377], [-4.859, 1.097, 2.573], [-6.779, -0.990, 1.385], [-6.341, -1.223, 3.247], [-3.784, -0.902, 2.662], [-4.245, -0.713, 0.872], [-4.351, -3.409, 2.640], [-5.195, -3.333, 1.010], [-1.843, -1.042, 1.580], [-1.121, -5.453, -1.434], [-4.099, -6.273, 0.934], [4.571, -2.204, -1.421], [3.902, -3.634, -2.354], [4.119, -2.353, -4.339], [4.775, -0.923, -3.312], [2.158, -0.082, -3.060], [2.900, -0.055, -4.738], [1.194, -2.647, -3.959], [1.547, -1.774, -5.613], [0.652, 1.353, -5.009], [-1.988, 2.165, -4.509], [-3.402, -0.247, -3.622], [-1.443, -2.359, -3.583], [4.018, -0.060, -1.090], [2.512, 0.980, -0.939], [4.627, 0.643, 1.057], [3.103, -0.201, 1.835], [0.341, 2.877, 1.681], [0.211, 1.823, 3.220], [0.817, 3.553, 3.380], [1.081, 4.640, 5.569], [1.643, 3.853, 5.553], [1.159, 4.963, 6.475], [5.445, 3.556, -0.190], [4.795, 2.928, 0.148], [6.143, 2.997, -0.555], [6.400, 0.314, 2.447], [7.308, 0.642, 2.517], [5.868, 1.012, 2.853], [9.289, 0.438, 1.557], [9.736, 0.876, 0.822], [9.833, -0.340, 1.731], [5.409, 6.602, -1.106], [5.810, 5.800, -0.742], [5.231, 7.147, -0.330], [-5.584, 1.392, -2.821], [-5.010, 0.622, -2.871], [-5.464, 1.712, -1.916], [-2.954, -3.245, 4.278], [-3.079, -2.384, 4.696], [-2.094, -3.172, 3.843]]
}